(1)
This record from OMol25 describes a molecular structure, C21H34N4PbS3Se. The level of theory is the ωB97M-V functional and the def2-TZVPD basis.

Summary:
HOMO level (eV): -13.9
ΔE to the lowest compared entry with this formula, charge and spin (kcal/mol): 3.6
Frontier orbital gap (eV): 6.4
Net charge: +2

Geometry as XYZ:
```
64
C21H34N4PbS3Se, DFT the ωB97M-V functional and the def2-TZVPD basis
Pb 0.276 2.986 -0.521
Se 0.756 3.218 2.183
S 3.106 3.011 -0.786
S 0.105 0.304 -0.064
S 1.424 5.821 -0.284
N -1.663 -0.007 -2.012
N 0.228 -1.290 -2.220
N 0.588 0.477 3.101
N -1.327 1.497 3.133
C 3.352 6.947 -1.820
C -4.221 -2.002 -2.051
C -0.352 -0.443 3.569
C -0.029 1.630 2.827
C 1.999 0.171 2.917
C -0.339 -3.584 -0.017
C 1.559 -1.821 -1.896
C -4.072 -1.468 -0.628
C -1.372 -2.403 4.377
C 1.113 -3.870 -0.387
C -2.609 -1.741 4.408
C 5.142 4.657 -1.377
C -0.469 -0.383 -1.561
C -2.739 -0.423 4.019
C 3.678 4.506 -1.106
C -0.219 -1.770 3.958
C -1.578 0.210 3.595
C -2.944 -1.986 -2.891
C 1.558 -3.341 -1.751
C 2.825 5.750 -1.097
C -2.364 -0.597 -3.159
H -3.154 -2.441 -3.862
H 2.616 7.744 -1.823
H -4.570 -3.035 -2.005
H 1.889 -1.342 -0.978
H -0.224 -1.725 -3.013
H 4.261 7.310 -1.332
H -3.202 -1.899 -0.126
H -1.990 2.251 3.050
H -0.606 -4.096 0.908
H 5.373 5.535 -1.970
H 2.577 -3.679 -1.945
H -4.953 -1.715 -0.036
H -3.158 0.099 -3.428
H -2.188 -2.617 -2.412
H -3.979 -0.379 -0.600
H 0.734 -2.281 3.942
H -0.526 -2.519 0.143
H 5.542 3.768 -1.859
H -3.482 -2.278 4.753
H 2.383 -0.289 3.826
H 2.235 -1.516 -2.696
H -1.674 -0.609 -4.006
H 3.620 6.691 -2.848
H -1.322 -3.435 4.697
H 0.944 -3.783 -2.544
H 2.118 -0.511 2.076
H 2.538 1.094 2.725
H 1.779 -3.465 0.382
H -5.002 -1.445 -2.575
H 5.653 4.767 -0.415
H 1.272 -4.949 -0.382
H -3.692 0.087 4.052
H -1.020 -3.941 -0.793
H -2.203 0.545 -1.366
```

=====

(2)
This record from OMol25 describes a molecular structure, C32H38BI2N4PRh. The level of theory is the ωB97M-V functional and the def2-TZVPD basis.

Summary:
HOMO level (spin up / spin down) (eV): -10.8 / -10.8
ΔE to the lowest compared entry with this formula, charge and spin (kcal/mol): 83.0
Frontier orbital gap (spin up / spin down) (eV): 5.2 / 5.3
Net charge: +1

Geometry as XYZ:
```
79
C32H38BI2N4PRh, DFT the ωB97M-V functional and the def2-TZVPD basis
I 2.295 1.031 -1.916
I 2.283 0.146 1.836
Rh 0.052 0.218 -0.324
P -1.597 1.224 -1.794
N 0.124 -1.317 -1.549
N -1.635 -0.061 2.674
N -0.775 -1.489 1.032
N -1.421 -2.315 3.088
C -1.480 2.922 -2.490
C -1.839 0.265 -3.336
C 0.813 -3.330 0.774
C -1.233 -1.277 2.231
C -0.282 3.621 -2.571
C -0.362 2.871 0.794
C -3.034 -4.399 4.085
C -0.484 -2.826 0.665
C -1.516 -3.654 0.197
C -2.661 -3.409 6.360
C -1.657 -2.326 4.476
C -0.666 1.538 1.055
C -2.784 1.952 4.204
C -1.922 2.268 3.017
C 1.086 -4.641 0.434
C -1.604 3.577 2.713
C -2.448 -3.361 4.992
C -2.108 -2.463 7.206
C -1.301 -1.463 6.691
C 3.739 0.153 0.328
C -1.352 5.395 -3.779
C -1.406 1.231 2.207
C 0.070 -5.462 -0.027
C -0.797 3.884 1.629
C -2.624 3.489 -3.050
C -3.286 1.175 -1.065
C -2.905 -3.111 0.066
C -1.066 -1.397 5.328
C -2.557 4.717 -3.682
C -0.192 -2.200 -2.234
C -0.217 4.846 -3.210
C -1.216 -4.962 -0.153
B -0.674 -3.274 -3.192
H -0.336 -2.985 -4.300
H -0.838 -0.744 7.349
H -1.851 -3.373 -3.026
H -3.433 0.217 -0.566
H -2.283 -0.701 -3.100
H -2.197 1.503 5.006
H -2.872 -2.091 -0.317
H -0.877 0.105 -3.819
H -2.005 -5.600 -0.521
H -2.250 -4.972 3.589
H -1.977 4.369 3.344
H -3.496 -3.722 -0.611
H -1.299 6.340 -4.297
H -3.656 -3.938 3.319
H -3.401 1.975 -0.334
H -3.647 -5.096 4.646
H 1.606 -2.689 1.128
H 0.728 5.365 -3.268
H -2.293 -2.517 8.266
H 0.279 -6.486 -0.296
H -3.573 2.973 -3.017
H 0.242 3.142 -0.063
H 0.628 3.206 -2.166
H 2.092 -5.021 0.530
H -3.228 2.861 4.599
H -0.385 -0.657 4.930
H -2.488 0.821 -4.013
H 4.067 -0.836 0.051
H -0.121 -4.311 -2.974
H -1.262 -3.227 2.676
H 4.505 0.893 0.487
H -4.033 1.276 -1.852
H -0.518 4.905 1.419
H -2.058 -0.088 3.593
H -3.271 -4.201 6.766
H -3.409 -3.093 1.033
H -3.598 1.275 3.942
H -3.452 5.143 -4.110
```

=====

(3)
This record from OMol25 describes 9 unconnected molecules or ions with the total composition C18H54O18. The level of theory is the ωB97M-V functional and the def2-TZVPD basis.

Summary:
HOMO level (eV): -9.9
ΔE to the lowest compared entry with this formula, charge and spin (kcal/mol): 91.3
Frontier orbital gap (eV): 10.0
Net charge: 0

Geometry as XYZ:
```
90
C18H54O18, DFT the ωB97M-V functional and the def2-TZVPD basis
O -1.324 0.506 -7.714
O -4.120 -0.450 6.543
O 1.304 1.676 -8.419
O -5.375 4.759 -2.562
O 7.445 -2.790 3.320
O 6.680 -0.596 5.056
O 0.119 -6.902 0.097
O 2.325 1.663 0.083
O -0.653 6.699 3.520
O 5.252 -2.894 -5.252
O -0.605 2.819 -0.072
O 0.284 5.571 6.088
O -0.525 -4.354 -1.077
O 6.855 -4.616 -2.948
O -4.702 5.806 -5.529
O -7.229 -2.849 3.646
O -2.474 -2.020 4.784
O -5.262 -2.485 1.118
C 6.599 -2.825 -4.729
C -6.675 -2.482 1.283
C -5.135 4.080 -3.793
C -0.112 0.116 -7.024
C 0.527 -5.674 0.685
C 5.778 -1.449 4.411
C 0.743 -4.570 -0.410
C 0.742 6.788 5.526
C -2.092 -0.987 5.660
C -0.006 1.689 -0.659
C 6.298 -1.981 3.080
C -5.654 4.843 -5.041
C 0.858 1.333 -7.060
C -7.037 -3.501 2.382
C 1.491 1.884 -1.054
C -3.114 0.096 5.681
C 6.745 -3.228 -3.271
C 0.668 6.848 3.989
H 5.857 -2.850 -2.765
H -2.374 -2.848 5.261
H 7.118 -3.688 3.225
H -1.892 -1.408 6.645
H -0.669 6.678 2.560
H 0.344 -0.643 -7.660
H 0.233 7.638 5.981
H 5.263 -2.749 -6.201
H -1.203 -0.502 5.257
H 1.788 0.952 -8.822
H -6.995 -1.445 1.385
H -4.053 3.951 -3.838
H 2.444 2.485 0.565
H -0.646 5.727 6.271
H -0.168 0.894 0.070
H -3.602 0.337 4.737
H 1.728 1.006 -1.655
H 0.263 2.137 -6.627
H -4.361 6.267 -4.759
H 6.891 -1.781 -4.849
H 1.691 1.194 -6.371
H 1.468 -4.916 -1.146
H -5.855 4.134 -5.844
H -4.587 4.657 -2.024
H -0.309 -0.263 -6.021
H -5.520 3.061 -3.760
H 7.469 -1.138 4.987
H 7.208 -3.512 -5.316
H -0.225 -5.351 1.405
H -0.513 1.409 -1.582
H 5.587 -2.667 2.622
H -7.067 -2.867 0.342
H 1.782 6.973 5.792
H 0.912 7.851 3.639
H 7.666 -5.036 -3.245
H -0.417 -6.774 -0.689
H -4.648 -0.981 5.942
H 5.569 -2.258 5.111
H -6.566 5.334 -4.702
H 1.738 2.808 -1.577
H 1.410 -5.818 1.308
H 4.837 -0.929 4.230
H 1.025 -3.644 0.091
H -1.415 -0.171 -8.389
H 7.630 -2.726 -2.879
H -6.266 -4.271 2.423
H -2.723 1.057 6.015
H -1.125 -4.059 -0.388
H -7.913 -4.090 2.112
H -0.209 2.954 0.792
H -5.006 -2.577 2.039
H -8.085 -3.034 4.039
H 6.542 -1.155 2.412
H 1.331 6.123 3.516
```

=====

(4)
This record from OMol25 describes 2 unconnected molecules or ions with the total composition C5H17N2O. The level of theory is the ωB97M-V functional and the def2-TZVPD basis.

Summary:
HOMO level (eV): -13.6
ΔE to the lowest compared entry with this formula, charge and spin (kcal/mol): 17.6
Frontier orbital gap (eV): 10.7
Net charge: +1

Geometry as XYZ:
```
25
C5H17N2O, DFT the ωB97M-V functional and the def2-TZVPD basis
O 1.557 0.520 2.776
N -0.084 -2.909 -0.223
N -1.030 -0.518 1.114
C -0.295 2.064 -0.793
C 0.722 -1.718 -0.012
C -1.310 1.883 -1.947
C 0.505 0.820 -0.472
C -0.179 -0.477 -0.157
H -0.381 -0.551 1.898
H -1.640 -1.332 1.043
H 0.420 2.820 -1.131
H 1.193 0.578 -1.291
H -2.267 2.326 -1.777
H 1.279 0.987 0.292
H -0.851 -0.750 -0.934
H 1.161 -1.811 0.980
H 0.062 -3.647 0.438
H -0.114 -3.274 -1.160
H -0.839 2.156 -2.891
H -0.696 2.558 0.097
H -1.575 0.333 1.262
H 2.170 0.893 3.433
H -1.442 0.810 -2.120
H 2.122 -0.091 2.287
H 1.510 -1.669 -0.711
```

=====

(5)
This record from OMol25 describes a single C3H7NO3 molecule. The level of theory is the ωB97M-V functional and the def2-TZVPD basis.

Summary:
HOMO level (eV): -9.6
ΔE to the lowest compared entry with this formula, charge and spin (kcal/mol): 114.8
Frontier orbital gap (eV): 9.6
Net charge: 0

Geometry as XYZ:
```
14
C3H7NO3, DFT the ωB97M-V functional and the def2-TZVPD basis
O 0.080 -2.177 -0.297
O 2.407 0.097 -0.214
O 0.562 0.099 1.654
N 1.354 0.240 -0.712
C -0.482 1.539 -0.068
C -0.717 -0.946 -0.295
C 0.247 0.237 0.153
H -1.453 -0.976 0.436
H -1.566 1.487 0.202
H -0.228 1.991 -1.026
H -0.555 -2.726 -0.757
H 1.541 -0.319 1.518
H -0.058 2.158 0.616
H -1.132 -0.704 -1.209
```

=====

(6)
This record from OMol25 describes 2 unconnected molecules or ions with the total composition C4H9NO4. The level of theory is the ωB97M-V functional and the def2-TZVPD basis.

Summary:
HOMO level (eV): -8.6
ΔE to the lowest compared entry with this formula, charge and spin (kcal/mol): 115.4
Frontier orbital gap (eV): 9.3
Net charge: 0

Geometry as XYZ:
```
18
C4H9NO4, DFT the ωB97M-V functional and the def2-TZVPD basis
O 0.965 1.932 -0.419
O 1.633 -1.153 0.850
O 1.522 0.161 -1.709
O 1.395 0.828 1.842
N 0.649 0.697 -0.938
C -1.482 0.560 0.397
C -0.456 0.065 -0.587
C -0.878 -1.071 -1.452
C 1.140 -0.328 1.732
H -2.047 -0.306 0.848
H -1.829 -0.694 -1.936
H 0.534 -0.874 2.343
H -0.848 1.010 1.180
H -1.275 -1.860 -0.719
H 2.187 -0.764 0.209
H -0.193 -1.321 -2.258
H -2.133 1.328 0.092
H 1.115 1.789 0.526
```

=====

(7)
This record from OMol25 describes a single C4H4F2O2 molecule. The level of theory is the ωB97M-V functional and the def2-TZVPD basis.

Summary:
HOMO level (eV): -8.8
ΔE to the lowest compared entry with this formula, charge and spin (kcal/mol): 35.5
Frontier orbital gap (eV): 9.5
Net charge: 0

Geometry as XYZ:
```
12
C4H4F2O2, DFT the ωB97M-V functional and the def2-TZVPD basis
F -2.358 -0.131 -0.955
F -2.078 0.018 1.144
O 0.760 0.817 0.339
O -0.416 -1.098 -0.036
C 0.808 -0.528 0.050
C 2.000 -1.159 0.044
C -1.474 0.098 -0.062
C -0.504 1.251 -0.152
H 2.753 -0.500 0.361
H 1.847 -2.266 0.079
H -0.396 1.514 -1.314
H -0.941 1.984 0.504
```

=====

(8)
This record from OMol25 describes a single C9H9NO molecule. The level of theory is the ωB97M-V functional and the def2-TZVPD basis.

Summary:
HOMO level (eV): -9.4
ΔE to the lowest compared entry with this formula, charge and spin (kcal/mol): 116.2
Frontier orbital gap (eV): 8.3
Net charge: 0

Geometry as XYZ:
```
20
C9H9NO, DFT the ωB97M-V functional and the def2-TZVPD basis
O -2.140 -1.988 -1.458
N 1.045 3.763 -0.012
C 0.901 1.280 0.734
C 1.050 2.680 0.334
C -1.496 -1.309 -0.662
C -0.049 -1.498 -0.458
C 1.090 -0.479 -0.937
C -2.283 -0.425 0.345
C -0.290 0.618 1.064
C 1.850 0.282 0.150
C -1.733 0.732 0.881
H 0.310 -1.530 0.626
H 0.113 -2.381 -1.048
H -2.356 1.605 1.284
H 1.859 -1.079 -1.500
H -0.034 -0.373 1.389
H 0.543 0.371 -1.424
H -3.354 -0.525 0.302
H 2.313 -0.478 0.846
H 2.662 0.733 -0.457
```

=====

no.,strongest force on any atom (eV Å⁻¹)
1,0.18
2,2.56
3,2.24
4,1.82
5,5.21
6,3.22
7,5.50
8,3.36